Molecular formula: C15H20N2O2Zn
Method: DFT, ωB97M-V with the def2-TZVPD basis set

orbital gap = 7.3 eV
total charge = 0
E_HOMO = -7.53 eV
spin multiplicity = 1
lowest unoccupied orbital energy = -0.2738 eV

```
40
Properties=species:S:1:pos:R:3:forces:R:3:mulliken_charge:R:1
C 1.094 -0.604 2.758 0.717 -0.397 1.220 -0.72
C 2.521 -0.877 2.196 0.929 0.164 1.165 -1.18
H 0.839 0.456 2.744 -0.017 -0.103 -0.093 0.17
H 1.129 -0.869 3.818 -0.050 0.054 -0.042 0.53
H 0.287 -1.260 2.394 0.034 0.273 -0.023 0.21
H 2.829 -0.268 1.325 -0.113 -0.329 0.387 0.34
H 3.230 -0.616 2.998 -0.129 0.108 -0.201 0.43
H 2.690 -1.939 1.979 -0.156 0.520 -0.046 0.29
C -1.023 1.689 1.442 -0.012 0.375 -0.425 -0.17
C -1.904 2.765 1.411 0.095 -0.160 -0.064 -0.94
C -2.061 3.470 0.221 0.362 -0.293 -0.259 -0.50
C -1.333 3.062 -0.894 0.354 -0.458 0.183 -0.76
H -0.929 1.083 2.340 -0.030 0.189 -0.198 0.45
H -2.444 3.022 2.315 -0.050 0.008 -0.164 0.41
H -2.748 4.306 0.140 0.082 -0.084 0.087 0.44
H -1.427 3.547 -1.862 -0.195 0.012 0.381 0.27
N -0.275 1.327 0.390 -0.218 0.230 0.148 0.17
C -0.449 1.973 -0.786 -0.408 0.063 1.088 0.59
C 0.268 1.412 -1.938 1.102 -0.491 -1.598 0.59
N 1.005 0.300 -1.724 -0.582 0.726 -0.146 0.19
C 1.558 -0.329 -2.757 -0.056 0.442 -0.126 -0.17
C 0.789 1.341 -4.311 0.157 -0.218 0.425 -0.52
C 1.487 0.156 -4.072 -0.245 0.105 0.467 -0.81
H 2.068 -1.263 -2.516 -0.039 0.361 -0.130 0.37
H 1.975 -0.409 -4.858 -0.115 0.139 -0.029 0.39
C 0.179 1.978 -3.229 -0.073 -0.337 0.643 -0.65
H -0.387 2.895 -3.352 0.153 -0.200 -0.260 0.29
H 0.712 1.762 -5.315 0.035 -0.129 0.301 0.41
Zn 0.812 -0.638 0.545 -1.497 -0.664 -3.189 1.19
C 1.741 -2.274 -0.212 0.241 0.092 0.256 -1.61
H 2.815 -2.092 -0.369 -0.119 -0.286 -0.049 0.34
H 1.282 -2.593 -1.154 -0.012 -0.030 0.234 0.37
H 1.616 -3.080 0.531 0.120 0.065 -0.334 0.33
C -3.299 -1.840 0.016 -0.297 -0.096 -0.093 -1.18
C -1.942 -1.258 -0.315 0.615 0.083 0.082 0.84
O -1.742 -0.687 -1.401 -0.057 -0.333 0.970 -0.62
O -1.071 -1.436 0.639 -0.621 0.537 -0.522 -0.69
H -4.045 -1.519 -0.711 0.049 -0.041 0.043 0.34
H -3.598 -1.535 1.023 0.042 -0.085 -0.129 0.28
H -3.234 -2.935 0.002 0.002 0.188 0.040 0.28
```
Forces are in eV/Å.



Molecular formula: C2H2N2O
Method: DFT, ωB97M-V with the def2-TZVPD basis set

orbital gap (alpha / beta) = 7.8 / 7.8 eV
total charge = 0
E_HOMO (alpha / beta) = -9.39 / -9.39 eV
spin multiplicity = 1
lowest unoccupied orbital energy (alpha / beta) = -1.5907 / -1.5904 eV

```
7
Properties=species:S:1:pos:R:3:forces:R:3:mulliken_charge:R:1
C 0.254 -0.528 1.080 -1.557 0.780 4.714 0.21
C 0.422 -0.982 -0.185 -2.433 3.234 -2.711 0.60
N -0.217 -0.139 2.102 1.733 -1.198 -2.572 -0.35
N -0.642 0.822 -0.725 3.567 -2.113 -1.843 -0.66
O 0.605 -1.688 -1.076 0.710 -0.666 0.439 -0.28
H 0.224 1.167 -1.332 -2.346 -0.453 1.658 0.23
H -0.647 1.347 0.135 0.326 0.416 0.315 0.26
```
Forces are in eV/Å.



Molecular formula: C37H35N6O4W
Method: DFT, ωB97M-V with the def2-TZVPD basis set

orbital gap (alpha / beta) = 6.5 / 6.3 eV
total charge = +1
E_HOMO (alpha / beta) = -9.56 / -9.63 eV
spin multiplicity = 3
lowest unoccupied orbital energy (alpha / beta) = -3.1088 / -3.3744 eV

```
83
Properties=species:S:1:pos:R:3:forces:R:3:mulliken_charge:R:1
W -0.499 -0.074 0.002 0.617 0.938 0.689 1.19
C 0.692 -2.467 1.979 0.062 0.049 -0.002 -1.38
O 0.591 -1.036 1.853 -0.124 -0.090 -0.038 0.86
C 0.231 -0.348 3.022 0.038 -0.039 0.021 0.71
C 0.420 -0.833 4.299 0.002 0.011 0.003 -0.72
C -0.007 -0.051 5.369 0.008 -0.005 -0.017 -0.88
C -0.606 1.178 5.144 -0.028 -0.004 -0.004 -0.96
C -0.771 1.659 3.851 -0.050 -0.029 0.030 -0.52
C -0.346 0.893 2.778 -0.200 -0.109 -0.086 0.06
N -0.348 1.307 1.433 0.298 0.701 0.345 0.02
N -1.546 1.470 0.735 0.103 -0.095 0.060 -0.39
C -1.786 2.441 -0.262 0.140 0.079 0.066 0.03
C -1.803 1.888 -1.516 -0.042 -0.114 -0.057 1.15
O -1.337 0.610 -1.597 -0.021 0.208 0.034 -0.29
C -2.229 2.606 -2.648 0.028 0.017 -0.008 -1.15
C -2.582 3.913 -2.488 0.007 0.012 0.026 -1.09
C -2.529 4.542 -1.213 -0.016 0.015 -0.053 0.76
C -2.872 5.906 -1.046 0.006 -0.032 -0.026 -0.90
C -2.829 6.498 0.183 0.007 -0.007 0.041 -0.65
C -2.445 5.749 1.317 -0.014 0.034 -0.024 -0.52
C -2.109 4.431 1.192 0.000 -0.026 -0.035 -0.61
C -2.137 3.799 -0.073 -0.040 -0.015 0.155 0.39
H 1.565 -2.719 2.577 0.002 -0.011 0.019 0.46
H 0.809 -2.861 0.973 0.012 0.000 0.004 0.13
H -0.218 -2.859 2.432 0.001 -0.017 -0.003 0.38
H 0.878 -1.794 4.477 -0.003 -0.013 0.011 0.44
H 0.128 -0.415 6.378 -0.003 -0.001 0.001 0.46
H -0.948 1.773 5.980 0.005 -0.001 0.003 0.45
H -1.237 2.617 3.672 0.023 0.005 0.000 0.47
H -2.246 2.120 -3.615 -0.008 0.006 -0.003 0.55
H -2.903 4.498 -3.340 0.000 0.007 0.001 0.42
H -3.174 6.475 -1.918 0.001 0.001 -0.001 0.42
H -3.095 7.540 0.294 0.001 0.001 0.004 0.39
H -2.423 6.224 2.289 -0.002 0.003 0.000 0.43
H -1.821 3.853 2.058 0.002 0.003 -0.006 0.52
C 1.591 0.132 -2.974 -0.005 -0.005 -0.008 -1.51
C 2.272 -0.658 -1.864 -0.016 0.006 0.018 0.12
C 1.997 -2.134 -1.956 0.005 -0.009 -0.005 0.18
C 3.023 -2.939 -2.421 0.003 -0.029 -0.004 -1.06
C 2.846 -4.305 -2.568 0.010 0.022 0.002 -1.34
C 1.645 -4.863 -2.188 -0.020 -0.003 0.011 -0.56
C 0.590 -4.095 -1.691 0.017 -0.053 0.001 1.40
C -0.602 -4.875 -1.171 -0.005 0.013 -0.027 -1.01
C -1.473 -5.479 -2.274 0.001 0.005 0.004 -1.30
C 0.749 -2.698 -1.639 -0.003 0.125 0.016 -0.86
N -0.287 -1.866 -1.128 -0.121 -0.716 -0.304 0.77
C -1.549 -2.182 -1.349 0.007 -0.364 -0.072 -0.91
C -2.498 -1.814 -0.378 -0.098 -0.321 0.056 0.37
C -3.867 -2.012 -0.228 0.023 0.029 -0.034 -1.05
C -4.186 -1.573 1.060 0.035 0.027 0.056 -1.02
C -3.016 -1.091 1.638 -0.073 0.045 -0.011 -0.36
N -1.975 -1.250 0.792 -0.229 -0.269 -0.486 0.71
H 1.936 1.165 -3.014 -0.012 0.005 0.003 0.38
H 0.506 0.133 -2.882 0.004 -0.016 0.000 0.26
H 1.860 -0.348 -3.915 0.012 0.014 -0.001 0.51
H 2.574 -0.632 0.177 0.002 0.001 0.086 0.13
H 3.352 -0.521 -1.969 0.000 -0.016 -0.008 0.87
H 3.975 -2.485 -2.673 0.001 -0.004 -0.003 0.49
H 3.648 -4.928 -2.940 0.004 0.002 -0.002 0.41
H 1.515 -5.938 -2.238 0.000 0.000 0.001 0.49
H -1.213 -4.276 -0.495 0.003 0.009 0.012 0.23
H -0.204 -5.690 -0.563 -0.007 -0.006 0.000 0.67
H -1.896 -4.716 -2.928 -0.007 -0.001 -0.005 0.29
H -2.296 -6.052 -1.845 0.002 -0.002 0.003 0.42
H -0.890 -6.151 -2.904 0.006 0.004 0.000 0.39
H -1.837 -2.742 -2.233 -0.013 -0.090 0.056 0.74
H -4.536 -2.430 -0.963 -0.002 -0.016 0.006 0.57
H -5.155 -1.597 1.530 0.002 0.002 0.003 0.51
H -2.878 -0.634 2.605 -0.008 0.014 -0.003 0.50
C 2.997 3.413 -0.352 -0.010 -0.017 0.018 -0.97
N 3.113 1.949 -0.220 -0.097 -0.032 0.238 0.51
C 4.397 1.426 0.002 0.069 -0.088 -0.177 -0.32
C 4.790 0.473 0.965 0.029 -0.027 -0.037 -0.94
C 4.142 -0.007 2.029 -0.067 0.155 0.110 0.79
O 3.632 -0.436 2.972 -0.145 -0.096 -0.073 -0.34
N 1.933 -0.172 -0.464 -0.092 0.026 -0.078 0.79
C 1.985 1.252 -0.426 -0.002 0.132 -0.327 -0.93
O 0.910 1.780 -0.693 -0.006 0.077 -0.149 -0.50
H 3.983 3.806 -0.583 -0.003 0.021 0.009 0.37
H 2.641 3.844 0.583 0.004 0.010 0.001 0.28
H 2.297 3.656 -1.145 0.002 0.010 -0.001 0.36
H 5.179 1.902 -0.568 -0.002 -0.030 -0.065 0.46
H 5.816 0.123 0.917 -0.010 -0.026 0.017 0.41
```
Forces are in eV/Å.



Molecular formula: C5H5F2N3
Method: DFT, ωB97M-V with the def2-TZVPD basis set

orbital gap = 10.0 eV
total charge = 0
E_HOMO = -9.41 eV
spin multiplicity = 1
SMILES string = CNc1cc(F)nc(F)n1
lowest unoccupied orbital energy = 0.6156 eV

```
15
Properties=species:S:1:pos:R:3:forces:R:3:mulliken_charge:R:1
C 3.213 0.091 0.071 1.966 -0.859 -0.486 -0.93
C 0.881 -0.468 -0.060 -1.856 2.333 0.314 0.62
C 0.569 0.964 -0.037 -0.599 -1.049 0.206 -0.02
C -0.786 1.240 -0.013 0.335 0.594 -0.209 0.18
C -1.353 -0.869 0.016 0.481 -1.433 -0.846 0.32
H 3.120 0.840 -0.706 -0.175 0.128 -0.251 0.33
H 3.330 0.643 1.025 -0.265 -0.660 -0.247 0.31
H 4.164 -0.466 -0.185 -0.907 0.726 0.598 0.30
H 2.241 -1.855 -0.036 0.686 -0.784 0.084 0.28
H 1.266 1.805 0.041 -0.214 -0.687 -0.117 0.36
N 2.145 -0.870 -0.005 -0.553 0.689 0.056 -0.10
N -1.787 0.363 -0.024 0.466 0.445 0.475 -0.55
N -0.128 -1.375 -0.078 0.273 0.908 0.433 -0.60
F -1.140 2.554 0.014 0.049 -1.213 -0.034 -0.25
F -2.291 -1.836 0.069 0.312 0.863 0.026 -0.24
```
Forces are in eV/Å.



Molecular formula: C4H7N2O2
Method: DFT, ωB97M-V with the def2-TZVPD basis set

orbital gap = 10.0 eV
total charge = +1
E_HOMO = -14.62 eV
spin multiplicity = 1
SMILES string = O=CN(O)C=[N+]1CC1
lowest unoccupied orbital energy = -4.5831 eV

```
15
Properties=species:S:1:pos:R:3:forces:R:3:mulliken_charge:R:1
C -0.804 2.419 1.462 1.598 -0.650 -0.940 0.04
C -0.358 -0.235 0.767 -1.757 1.016 1.373 0.14
C 0.897 -1.281 -1.376 -0.044 0.959 -0.420 -0.32
C 0.026 -2.298 -0.643 3.940 -0.180 -0.089 -0.51
N -0.276 1.120 0.811 1.032 -0.051 -0.468 0.18
N 0.106 -0.900 -0.249 -1.389 -1.298 1.660 0.00
O -0.393 3.454 1.072 0.139 -0.660 -0.673 -0.33
O 0.590 1.477 -0.218 -0.481 0.473 0.233 -0.39
H -1.492 2.367 2.230 -1.581 -1.075 1.676 0.42
H -0.945 -0.710 1.630 0.962 0.382 -1.659 0.33
H 1.940 -1.104 -1.335 1.240 -0.830 1.350 0.28
H 0.746 -0.797 -2.322 -1.632 -0.159 -0.524 0.27
H -0.760 -2.672 -1.206 -1.961 -0.103 -0.585 0.29
H 0.609 -3.104 -0.124 -0.713 1.223 0.070 0.27
H 0.114 2.262 -0.500 0.645 0.951 -1.005 0.32
```
Forces are in eV/Å.



Molecular formula: C3H4N2OS2
Method: DFT, ωB97M-V with the def2-TZVPD basis set

orbital gap = 7.9 eV
total charge = 0
E_HOMO = -8.83 eV
spin multiplicity = 1
SMILES string = C=NSC(=S)/C=N/O
lowest unoccupied orbital energy = -0.9280 eV

```
12
Properties=species:S:1:pos:R:3:forces:R:3:mulliken_charge:R:1
C 1.690 0.749 -0.016 2.188 1.616 0.196 -0.11
C 0.272 0.982 0.017 -1.753 0.285 -0.269 0.22
C -3.199 -0.783 -0.015 0.583 -0.174 0.421 -0.22
H 3.739 -1.406 0.005 -0.059 -0.192 0.000 0.37
H 2.401 1.643 -0.012 -1.101 -1.201 -0.050 0.35
H -4.236 -0.433 -0.035 0.375 0.109 -0.017 0.26
H -3.064 -1.888 0.063 0.053 0.697 -0.225 0.20
N 2.132 -0.432 -0.002 0.986 -0.727 -0.003 -0.20
N -2.251 0.076 0.003 -0.457 -0.601 -0.284 -0.25
O 3.536 -0.467 -0.003 -0.914 0.385 -0.030 -0.41
S -0.359 2.484 -0.002 0.317 -0.407 0.092 -0.22
S -0.660 -0.525 -0.004 -0.218 0.210 0.170 0.01
```
Forces are in eV/Å.



Quick rundown of molar mass, same order as above: 325.7; 70.1; 811.6; 145.1; 115.1; 148.2 g/mol
Quick rundown of relative energy (zero: lowest compared OMol25 entry of this formula, charge and spin), same order as above: 1.131; 4.252; 4.638; 0.323; 4.598; 3.429 eV
Quick rundown of calculated total energy, same order as above: -2622.88086; -262.00765; -2127.27682; -557.55311; -416.19075; -1097.72852 Ha